(1)
{"formula": "C4H12", "method": "the ωB97M-V functional and the def2-TZVPD basis", "species": ["H", "H", "C", "C", "C", "H", "H", "H", "H", "H", "H", "H", "C", "H", "H", "H"], "xyz": [[1.077, 0.890, -1.178], [-1.142, 0.781, -1.097], [0.532, -1.093, 1.959], [0.614, 0.572, -2.156], [-0.226, 0.222, 2.106], [0.119, -1.797, 2.686], [1.035, -0.410, -2.360], [-1.318, 0.109, 2.198], [-1.114, -0.758, -1.709], [1.616, -0.929, 2.100], [-0.134, 0.850, 1.230], [0.439, -1.371, 0.899], [-0.882, 0.263, -2.022], [-1.637, 0.530, -2.752], [0.890, 1.343, -2.873], [0.131, 0.798, 2.970]], "forces_ev_per_a": [[-0.711, -0.289, -0.830], [-0.706, 0.343, -0.119], [0.122, 0.868, -0.543], [0.232, -0.758, 0.615], [-0.393, 0.518, 0.397], [0.389, -0.332, -0.440], [0.826, 0.363, -0.547], [0.378, -0.302, 0.204], [0.479, -0.236, -0.454], [-0.504, -0.202, 0.257], [0.396, 0.246, -0.253], [-0.190, -0.698, 0.501], [-0.475, 0.578, 2.167], [0.467, 0.289, -0.558], [-0.111, -0.299, -0.242], [-0.199, -0.088, -0.154]], "smiles": "CC.CC", "e_above_lowest_ev": 0.571, "homo_energy_ev": -11.3, "gap_ha": 0.456}



(2)
{"formula": "C24H31BrClF13KMgN8Na2O16PS3", "method": "the ωB97M-V functional and the def2-TZVPD basis", "species": ["C", "O", "F", "C", "F", "H", "O", "N", "F", "F", "N", "H", "F", "H", "O", "K", "O", "Br", "F", "O", "H", "Mg", "C", "O", "H", "C", "H", "F", "C", "F", "H", "H", "H", "C", "O", "C", "H", "H", "C", "H", "F", "H", "Cl", "N", "N", "F", "O", "O", "C", "H", "H", "O", "Na", "N", "H", "H", "S", "Na", "N", "H", "H", "H", "H", "H", "O", "O", "S", "H", "C", "H", "C", "N", "H", "F", "H", "C", "O", "P", "C", "S", "C", "C", "C", "C", "C", "H", "O", "C", "C", "O", "H", "H", "H", "C", "N", "F", "H", "C", "F", "C", "O", "C"], "xyz": [[0.606, -5.063, 7.237], [-2.565, -1.801, -6.216], [-1.416, 4.511, -4.171], [0.404, -6.698, 3.658], [0.936, -6.370, 7.241], [-0.738, -5.942, -5.097], [-0.657, -0.859, -4.958], [-1.164, -0.054, -0.445], [-0.063, -4.354, 3.923], [-1.909, 8.378, -5.954], [-2.011, 6.837, -4.030], [5.696, -0.707, 0.721], [3.537, 3.041, 4.632], [2.825, -4.830, -5.027], [-3.995, 8.199, -4.896], [4.391, -1.726, -1.575], [-0.456, 1.561, -3.509], [-0.341, -3.870, 0.556], [0.322, -4.731, 8.526], [-2.819, 0.385, -5.034], [2.662, 1.430, 1.621], [-1.586, 7.762, -1.912], [-3.251, 2.668, 0.912], [3.521, -2.093, 0.418], [-0.948, -1.181, 1.335], [-0.713, -4.882, 6.454], [-0.123, -7.649, 3.564], [2.188, -4.341, 5.567], [2.229, -4.697, -4.122], [1.403, -6.861, 4.536], [1.548, 2.456, -1.623], [0.676, 0.430, -1.398], [-3.625, 1.544, 2.813], [-1.322, -2.453, -0.328], [-4.892, 3.181, 2.639], [2.280, 0.707, 0.907], [-1.050, -3.857, -4.302], [5.286, -0.857, 2.462], [-1.863, 4.053, -1.643], [-3.677, 4.652, 2.728], [-1.074, 5.120, -1.381], [2.886, 0.714, 0.003], [1.474, 5.812, 2.722], [0.182, 3.417, 1.237], [2.676, 3.481, -0.180], [-1.641, -5.675, 3.273], [-1.438, 0.252, -7.067], [1.036, -6.928, -5.206], [-1.343, 2.014, -2.853], [-4.090, 3.012, 0.327], [2.704, 3.319, 0.819], [-2.105, 9.290, -3.794], [7.411, 0.435, -1.227], [-1.092, 2.866, -1.717], [0.304, 0.684, 1.563], [2.946, 4.422, -0.412], [1.617, 2.959, 3.560], [4.608, 2.408, -0.297], [-2.755, 1.358, 0.504], [-2.616, -1.181, 0.699], [4.860, 0.582, 1.544], [0.808, -0.905, -0.297], [-0.868, -3.841, 6.173], [1.598, -3.141, 7.037], [-1.491, 5.678, -6.237], [-3.041, 4.191, -1.752], [-2.232, 5.594, -5.040], [2.536, -5.454, -3.395], [0.802, 3.178, 2.271], [0.981, 4.070, -1.153], [3.586, -1.132, 1.125], [-0.900, 2.272, -0.471], [0.320, -2.787, -4.611], [0.957, -6.382, 2.460], [-3.714, 3.603, 4.261], [0.350, -5.959, -4.930], [-1.693, -2.594, -1.441], [-1.863, -0.508, -5.817], [-1.642, 1.153, -0.123], [-2.622, 8.188, -4.578], [0.418, 2.431, 0.181], [-0.571, -5.592, 4.089], [-3.607, 3.694, 3.199], [1.374, 3.140, -0.794], [0.320, 0.050, -0.448], [-3.347, 0.581, 0.749], [-1.042, -5.763, 5.374], [1.815, -4.198, 6.852], [-0.006, -3.669, -4.064], [-3.542, 5.073, -5.072], [-1.490, -5.101, 7.185], [2.373, -3.689, -3.739], [-2.461, 3.384, 1.064], [0.816, 1.015, 0.664], [0.822, -4.820, -4.401], [2.871, -4.554, 7.616], [0.086, -3.483, -2.993], [-3.772, 2.490, 2.344], [-2.584, 1.756, -3.119], [-1.567, -1.147, 0.442], [2.421, -0.605, 1.560], [4.926, -0.494, 1.507]], "forces_ev_per_a": [[-0.177, -0.714, -0.451], [-0.166, -0.103, 0.465], [0.019, 0.636, 0.192], [0.139, -0.485, -0.187], [0.180, -0.021, -0.113], [-0.007, 0.054, 0.003], [0.317, -0.210, -0.248], [0.934, 0.100, 1.764], [0.312, -0.074, -0.042], [0.145, -0.033, 0.261], [0.226, 0.888, 1.040], [-0.722, -0.077, 0.699], [-0.273, -0.318, -0.370], [0.032, -0.009, 0.032], [-0.291, -0.368, 0.312], [0.834, -0.020, -2.510], [-0.518, 0.739, 1.317], [-0.113, 0.401, 0.172], [-0.039, 0.305, 0.003], [-0.359, -0.464, -0.900], [0.263, 0.181, 0.059], [-0.023, -0.152, -1.166], [-0.579, -0.754, 1.719], [-0.484, -1.314, 1.149], [-0.084, 0.317, 0.274], [-0.620, 0.279, -0.090], [-0.164, 0.097, -0.029], [-0.266, -0.225, -0.266], [-0.022, -0.304, -0.152], [0.094, 0.265, 0.246], [-0.033, 0.147, -0.465], [-0.227, -0.062, -0.435], [0.038, -0.864, 0.321], [-0.226, -0.317, -0.953], [-1.549, -0.435, 0.384], [-0.008, 0.461, 1.405], [-0.014, 0.015, -0.049], [-0.131, -0.125, 0.299], [-2.063, -0.183, 0.041], [1.657, 0.652, 0.123], [0.145, 0.087, 0.069], [-0.185, 0.004, -0.413], [0.029, 0.782, -0.417], [-0.418, -1.113, -0.976], [-0.179, -0.975, -0.277], [-0.052, -0.143, -0.182], [0.218, 0.415, 0.237], [0.112, 0.029, 0.058], [1.880, -1.324, -1.942], [0.055, 0.080, -0.568], [-0.382, 0.910, 0.296], [0.462, -0.942, 1.718], [0.046, 0.235, -0.139], [-1.077, 0.644, -0.063], [-0.183, 0.606, 0.513], [-0.264, 0.350, 0.512], [0.810, -0.205, 0.418], [0.980, -0.176, -0.334], [-0.436, 0.462, -0.367], [-0.256, 0.209, -0.011], [-0.113, 0.335, 0.396], [-0.471, -0.490, -0.011], [0.263, 0.057, -0.137], [-0.089, -0.023, 0.008], [0.340, 0.752, 0.052], [1.487, 0.059, 0.071], [0.122, -3.013, -0.644], [0.137, 0.111, 0.023], [-0.277, 0.254, 1.750], [-0.713, 0.062, -0.155], [0.666, 0.149, 1.005], [0.990, -0.145, -0.569], [-0.149, 0.036, -0.027], [-0.188, 0.192, -0.025], [0.788, 0.146, 0.449], [-0.145, -0.165, -0.091], [0.007, 0.086, 0.390], [-0.005, -0.141, 0.029], [-0.637, 0.626, -0.692], [-0.378, 1.474, -2.022], [-0.142, 1.611, 0.591], [-0.433, 0.554, 0.799], [-2.709, -0.479, -0.310], [1.206, -1.074, 0.035], [1.016, 0.450, -0.325], [-0.101, -0.130, -0.093], [0.838, -0.216, 0.034], [0.256, 0.377, 0.328], [0.206, -0.288, -0.059], [-0.406, 0.525, 0.482], [0.065, -0.104, 0.045], [0.234, 0.036, 0.109], [0.497, 0.051, -0.936], [-0.059, -1.600, -1.504], [-0.193, 0.309, 0.048], [-0.118, -0.088, 0.087], [-0.137, 0.084, 0.080], [1.433, 1.507, -0.378], [-0.601, 0.870, 1.151], [0.595, -1.431, -0.416], [-0.198, 1.241, -0.636], [-0.221, -0.406, -0.916]], "homo_energy_ev": -6.3, "gap_ha": 0.055}



(3)
{"formula": "C31H42ClIIrN3OSbSi3", "method": "the ωB97M-V functional and the def2-TZVPD basis", "species": ["N", "H", "H", "C", "C", "O", "H", "C", "C", "C", "H", "Cl", "H", "H", "H", "C", "H", "H", "H", "C", "H", "Si", "Sb", "H", "C", "C", "C", "C", "C", "C", "H", "H", "H", "C", "Ir", "H", "H", "C", "H", "Si", "C", "H", "H", "H", "H", "H", "H", "H", "C", "I", "C", "C", "H", "H", "C", "H", "C", "C", "H", "C", "Si", "C", "N", "H", "C", "N", "H", "C", "H", "C", "H", "H", "C", "H", "H", "H", "H", "H", "H", "C", "H", "H", "C", "C"], "xyz": [[-0.966, -1.674, -0.410], [-4.586, -1.029, 1.217], [0.239, 2.332, 3.348], [-2.053, -2.419, 4.494], [-4.378, -0.586, 2.192], [1.930, -1.412, -0.886], [4.214, 4.274, 0.010], [-2.031, 1.790, -2.072], [-1.255, -2.656, -1.285], [3.514, -2.736, -2.047], [2.521, 4.705, -0.103], [4.108, -3.207, -5.954], [-2.195, 2.375, 0.727], [-3.461, -4.464, 0.478], [-3.371, 3.366, -2.637], [3.451, -2.694, -4.467], [-2.885, -1.740, 4.675], [-5.187, 0.120, 2.399], [0.294, 4.536, -0.701], [3.110, 2.511, -2.521], [0.428, -1.051, 5.610], [-0.647, -1.655, 3.512], [0.716, 0.416, 1.571], [4.103, 0.077, -0.594], [0.247, -0.489, 4.690], [-2.726, 1.272, 3.889], [-2.995, 1.639, 0.822], [4.014, -3.133, -3.287], [0.304, 2.412, 2.266], [1.149, 1.654, -0.589], [1.385, -2.601, 2.392], [-2.651, 0.972, -2.416], [-3.934, 2.181, 0.947], [-0.034, 2.449, -1.046], [0.392, -0.075, -1.122], [-1.652, -2.689, 5.474], [-2.322, -4.437, -1.774], [-1.597, 4.114, -1.682], [-1.890, 1.947, 4.038], [-2.787, 0.412, 2.225], [0.578, -0.510, -5.464], [0.916, -3.539, 3.808], [-0.345, 0.385, 4.967], [-0.601, 2.861, 1.865], [2.930, 1.574, -3.054], [1.226, -0.155, 4.345], [-0.750, -2.598, -2.242], [0.052, -0.128, -6.327], [-2.422, 3.123, -2.181], [4.358, -3.388, -0.297], [0.131, -0.165, -4.194], [0.528, -3.001, 2.941], [2.026, -1.616, -6.593], [-2.443, -3.337, 4.056], [-2.129, -3.681, -1.027], [4.866, -3.798, -3.334], [4.128, 1.000, -0.012], [3.203, 3.920, 0.223], [4.121, 2.845, -2.761], [2.316, -1.816, -4.465], [2.952, 2.292, -0.665], [-2.751, -3.690, 0.217], [0.732, -0.596, -3.088], [-2.740, 0.560, 4.716], [2.413, -1.851, -1.988], [-0.874, 1.489, -1.515], [3.933, 0.739, 1.029], [-2.442, -2.700, 1.119], [2.417, 3.261, -2.906], [1.814, -1.418, -3.216], [-3.071, 1.082, -0.116], [-0.724, 0.483, -4.062], [-0.372, 3.782, -1.093], [-4.445, -1.369, 2.944], [3.128, 3.828, 1.307], [0.029, -3.732, 2.303], [5.144, 1.398, -0.062], [1.165, 3.027, 2.016], [-3.638, 1.869, 3.976], [-1.216, -0.671, 1.899], [-2.910, -2.697, 2.090], [-1.899, 5.150, -1.750], [1.671, -1.337, -5.611], [-1.522, -1.681, 0.820]], "forces_ev_per_a": [[0.100, 0.127, -0.466], [0.013, 0.002, -0.006], [-0.023, 0.031, 0.060], [0.070, 0.007, -0.061], [0.068, 0.065, -0.021], [0.124, 0.050, -0.157], [0.018, -0.002, -0.017], [0.098, 0.057, -0.095], [-0.089, -0.149, -0.117], [0.226, -0.181, -0.038], [-0.027, -0.003, -0.012], [-0.036, 0.026, 0.099], [-0.046, -0.057, -0.028], [-0.004, -0.005, 0.001], [-0.010, -0.001, -0.004], [0.049, -0.032, -0.072], [-0.045, 0.034, -0.014], [0.000, 0.033, 0.014], [0.001, 0.025, 0.006], [-0.012, -0.010, 0.079], [-0.011, -0.031, 0.005], [-0.064, 0.030, -0.004], [-0.056, -0.495, 0.427], [-0.019, 0.045, 0.013], [-0.069, -0.011, -0.072], [-0.065, -0.084, -0.103], [-0.038, -0.111, 0.080], [0.089, -0.069, 0.097], [-0.122, -0.036, -0.143], [-0.208, -0.202, -1.144], [-0.024, 0.004, 0.011], [-0.008, 0.007, -0.029], [-0.027, 0.018, 0.042], [-0.041, -0.162, 0.176], [0.460, 1.137, 0.794], [0.039, -0.002, 0.003], [0.008, -0.009, -0.004], [-0.059, -0.046, -0.043], [0.121, 0.069, -0.022], [0.032, 0.023, 0.059], [0.009, -0.016, -0.068], [0.000, 0.007, 0.032], [0.003, -0.019, -0.019], [0.026, -0.010, 0.058], [0.009, -0.017, 0.019], [0.040, 0.020, -0.010], [-0.031, -0.013, 0.008], [0.001, 0.008, -0.004], [0.021, 0.051, -0.021], [0.005, -0.003, -0.028], [-0.001, 0.055, 0.071], [-0.035, 0.090, -0.003], [0.003, -0.006, -0.010], [-0.016, -0.011, -0.020], [0.009, 0.033, 0.023], [-0.003, -0.004, 0.018], [-0.076, 0.005, -0.079], [0.015, -0.116, -0.058], [0.021, 0.011, -0.005], [-0.157, 0.126, 0.153], [0.036, 0.083, 0.231], [0.047, 0.053, -0.004], [0.018, -0.703, 0.002], [0.019, 0.001, -0.007], [-0.355, 0.212, 0.311], [0.089, 0.229, 0.032], [-0.012, 0.018, 0.018], [0.039, -0.122, -0.036], [-0.016, 0.010, 0.004], [-0.145, 0.109, -0.324], [-0.080, 0.013, 0.234], [-0.006, -0.008, 0.017], [0.082, -0.147, -0.038], [0.009, -0.028, 0.056], [-0.007, -0.024, 0.013], [-0.023, -0.018, -0.019], [0.021, 0.009, -0.012], [0.000, 0.008, -0.006], [-0.023, 0.012, -0.017], [0.072, -0.023, -0.009], [0.025, -0.029, -0.016], [0.007, 0.007, 0.004], [-0.015, 0.021, 0.013], [-0.037, 0.033, 0.202]], "e_above_lowest_ev": 0.000, "homo_energy_ev": [-13.2, -13.2], "multiplicity": 2, "gap_ha": [0.241, 0.181], "charge": 2}